2 unconnected molecules or ions with the total composition C3H2O3 in a non-equilibrium geometry. Source: the OMol25 dataset; level of theory: ωB97M-V/def2-TZVPD.

Charge: 0
Energy relative to the best compared isomer or geometry (same formula, charge and spin) (kcal/mol): 11.6
LUMO level (alpha / beta) (Eh): 0.0265 / -0.0886
E (eV): -9279.503
Gap between HOMO and LUMO (alpha / beta) (eV): 8.2522 / 9.5636
<S²>: 2.006
Spin multiplicity: 3

Structure (XYZ):
```
8
Properties=species:S:1:pos:R:3:nbo_charge:R:1
C -3.39 0.44 0.21 1.03
C -0.55 -0.28 0.07 -0.10
C -1.49 -1.16 -0.64 0.21
O -4.05 -0.39 0.69 -0.52
O -2.84 1.36 -0.16 -0.52
O -0.23 -1.39 -0.60 -0.48
H -0.49 0.67 -0.36 0.20
H -0.51 -0.34 1.14 0.18
```

=====

A gas-phase ion, C3H2O3P (charge -1) in a non-equilibrium geometry. Source: the OMol25 dataset; level of theory: ωB97M-V/def2-TZVPD.

Charge: -1
Energy relative to the best compared isomer or geometry (same formula, charge and spin) (kcal/mol): 13.0
LUMO level (Eh): 0.1373
E (eV): -18574.856
Gap between HOMO and LUMO (eV): 7.5033
SMILES string: O=C=CPC(=O)[O-]

Structure (XYZ):
```
9
Properties=species:S:1:pos:R:3:nbo_charge:R:1
O -3.26 0.18 0.23 -0.56
C -2.12 -0.10 -0.02 0.66
C -0.93 -0.44 -0.33 -0.84
P 0.25 1.02 -0.40 0.25
C 1.89 -0.08 0.06 0.69
O 2.73 0.70 0.51 -0.74
O 1.83 -1.26 -0.22 -0.73
H -0.30 -1.22 -0.74 0.32
H -0.08 1.19 0.91 -0.05
```

=====

A molecular structure, C3H2O3Ru in a non-equilibrium geometry. Source: the OMol25 dataset; level of theory: ωB97M-V/def2-TZVPD.

Charge: 0
LUMO level (alpha / beta) (Eh): -0.0082 / -0.1387
E (eV): -11856.445
Gap between HOMO and LUMO (alpha / beta) (eV): 7.2324 / 4.9905
<S²>: 12.029
Spin multiplicity: 7

Structure (XYZ):
```
9
Properties=species:S:1:pos:R:3:nbo_charge:R:1
O -0.16 1.25 0.45 -0.47
O 0.56 -0.30 -0.83 -0.47
O 1.95 1.38 -0.33 -0.72
C -0.95 0.08 0.83 0.05
C -0.25 -0.91 0.18 -0.09
C 0.80 0.92 -0.38 0.95
H 2.28 -1.20 0.61 -0.39
Ru 3.55 0.06 -0.03 0.92
H -0.65 -1.88 -0.14 0.22
```

=====

C3H2O4 in the gas phase in a non-equilibrium geometry. Source: the OMol25 dataset; level of theory: ωB97M-V/def2-TZVPD.

Charge: 0
Energy relative to the best compared isomer or geometry (same formula, charge and spin) (kcal/mol): 113.2
LUMO level (Eh): -0.0782
E (eV): -11328.220
Gap between HOMO and LUMO (eV): 8.6296
SMILES string: O=CC(=O)C(=O)O

Structure (XYZ):
```
9
Properties=species:S:1:pos:R:3:nbo_charge:R:1
O -0.90 1.46 -1.45 -0.45
C 0.23 0.98 -1.30 0.35
C 0.68 0.00 -0.09 0.35
O 1.83 0.22 0.65 -0.44
C -0.44 -0.90 0.37 0.69
O -0.85 -1.80 -0.56 -0.48
O -0.49 -0.47 1.90 -0.64
H 1.06 1.50 -1.76 0.15
H -1.13 -0.99 2.24 0.47
```

=====

- Which value of charge does entry 1 give?
  0